No. 1
{
  "formula": "H22O11",
  "method": "ωB97M-V with the def2-TZVPD basis set",
  "de_lowest_kj_mol": 231.68,
  "total_energy_ev": -22879.1127,
  "orbital_gap_ev": 9.527,
  "smiles": "O.O.O.O.O.O.O.O.O.O.O",
  "homo_ha": -0.3618,
  "species": ["O", "H", "H", "O", "H", "H", "O", "H", "H", "O", "H", "H", "O", "H", "H", "O", "H", "H", "O", "H", "H", "O", "H", "H", "O", "H", "H", "O", "H", "H", "O", "H", "H"],
  "xyz": [[0.593, -0.078, -0.292], [0.383, -0.965, 0.144], [-0.229, 0.402, -0.420], [0.674, -0.868, -3.038], [0.042, -1.320, -2.427], [0.238, -0.685, -3.881], [-1.768, 1.207, 1.850], [-1.442, 0.391, 2.174], [-1.674, 1.187, 0.866], [-2.562, -1.997, 0.608], [-2.377, -2.057, -0.350], [-1.738, -2.119, 1.060], [0.543, 1.874, -2.897], [1.069, 2.197, -2.178], [0.575, 0.910, -2.945], [0.215, 2.698, 0.245], [1.137, 2.852, 0.011], [-0.285, 3.248, -0.335], [3.164, -0.010, -1.009], [2.267, 0.004, -0.795], [3.192, 0.852, -1.451], [-1.827, 0.832, -0.728], [-2.034, 1.707, -0.991], [-2.621, 0.310, -0.949], [1.284, 0.198, 2.287], [2.157, -0.154, 2.110], [0.779, 0.217, 1.465], [0.460, -2.544, 0.745], [1.157, -2.761, 1.327], [0.736, -3.033, 0.005], [-0.952, -1.090, 3.100], [-0.995, -0.688, 3.971], [-0.161, -0.715, 2.720]]
}


No. 2
{
  "formula": "C32H36BClF2MnN5O4",
  "method": "ωB97M-V with the def2-TZVPD basis set",
  "total_charge": -2,
  "de_lowest_kj_mol": 1.84,
  "total_energy_ev": -99364.2579,
  "orbital_gap_ev": [4.633, 4.147],
  "homo_ha": [-0.0187, -0.0008],
  "species": ["Mn", "C", "O", "C", "C", "C", "C", "C", "C", "N", "N", "C", "O", "C", "C", "C", "C", "C", "C", "C", "O", "H", "H", "H", "H", "H", "H", "H", "H", "H", "H", "H", "H", "F", "B", "F", "C", "H", "H", "C", "C", "C", "C", "C", "O", "C", "C", "C", "C", "C", "C", "Cl", "C", "C", "C", "N", "C", "N", "C", "N", "H", "H", "H", "H", "H", "H", "H", "H", "H", "H", "H", "H", "H", "H", "H", "H", "H", "H", "H", "H", "H", "H"],
  "xyz": [[0.194, -1.544, -0.089], [-2.545, 1.665, 1.725], [-3.213, 1.813, 0.473], [-3.496, 0.681, -0.253], [-4.665, 0.677, -0.967], [-5.055, -0.431, -1.740], [-4.256, -1.550, -1.722], [-3.041, -1.576, -1.020], [-2.355, -2.847, -0.899], [-1.209, -3.016, -0.353], [-0.917, -4.383, -0.164], [-0.231, -4.609, 0.891], [0.088, -3.726, 1.824], [0.175, -6.034, 1.152], [0.898, -6.339, 2.299], [1.285, -7.652, 2.548], [0.950, -8.661, 1.658], [0.228, -8.356, 0.509], [-0.156, -7.049, 0.256], [-2.566, -0.424, -0.322], [-1.435, -0.339, 0.242], [-2.718, 2.605, 2.253], [-1.480, 1.478, 1.614], [-2.982, 0.843, 2.301], [-5.285, 1.566, -0.913], [-5.981, -0.412, -2.301], [-4.561, -2.447, -2.254], [-2.892, -3.737, -1.237], [1.169, -5.538, 2.972], [1.857, -7.878, 3.440], [1.257, -9.683, 1.853], [-0.032, -9.139, -0.194], [-0.711, -6.788, -0.635], [2.239, -3.391, 2.691], [1.327, -2.871, 1.754], [1.854, -2.971, 0.436], [0.507, -1.200, -1.857], [1.500, -0.990, -2.295], [-0.263, -1.133, -2.655], [2.946, 4.860, 0.922], [3.371, 3.606, 0.150], [4.663, 3.067, 0.777], [3.709, 4.009, -1.291], [2.242, 2.516, 0.159], [2.689, 1.535, -0.767], [0.898, 3.144, -0.292], [-0.055, 2.188, -0.997], [-1.177, 2.858, -1.738], [-1.666, 2.275, -2.907], [-2.712, 2.839, -3.622], [-3.275, 4.015, -3.163], [-4.593, 4.754, -4.063], [-2.824, 4.621, -2.005], [-1.783, 4.034, -1.302], [2.111, 1.879, 1.558], [1.089, 0.862, 1.589], [1.510, -0.415, 0.945], [1.003, -1.402, 1.929], [0.552, -0.691, 3.002], [0.622, 0.589, 2.910], [3.792, 5.551, 0.990], [2.630, 4.624, 1.940], [2.127, 5.386, 0.428], [5.480, 3.771, 0.587], [4.925, 2.102, 0.343], [4.577, 2.944, 1.857], [4.495, 4.771, -1.275], [2.854, 4.428, -1.822], [4.063, 3.149, -1.856], [2.080, 0.774, -0.752], [1.102, 3.983, -0.963], [0.408, 3.567, 0.592], [-0.460, 1.474, -0.275], [0.481, 1.572, -1.719], [-1.227, 1.341, -3.239], [-3.092, 2.367, -4.518], [-3.294, 5.530, -1.653], [-1.444, 4.497, -0.383], [1.863, 2.635, 2.306], [3.083, 1.431, 1.826], [2.618, -0.479, 0.893], [0.135, -1.176, 3.874]]
}


No. 3
{
  "formula": "C37H96BN9O5",
  "method": "ωB97M-V with the def2-TZVPD basis set",
  "total_charge": 6,
  "de_lowest_kj_mol": 0.00,
  "total_energy_ev": -64185.3924,
  "orbital_gap_ev": 7.010,
  "homo_ha": -0.5935,
  "species": ["B", "H", "H", "H", "H", "C", "C", "N", "C", "C", "N", "C", "C", "H", "H", "H", "H", "H", "H", "H", "H", "H", "H", "H", "C", "C", "N", "C", "C", "N", "C", "C", "H", "H", "H", "H", "H", "H", "H", "H", "H", "H", "H", "C", "N", "C", "C", "C", "C", "O", "H", "H", "H", "H", "H", "H", "H", "H", "H", "H", "H", "H", "H", "H", "C", "N", "C", "C", "C", "C", "O", "H", "H", "H", "H", "H", "H", "H", "H", "H", "H", "H", "H", "H", "H", "C", "N", "C", "C", "C", "C", "O", "H", "H", "H", "H", "H", "H", "H", "H", "H", "H", "H", "H", "H", "H", "C", "N", "C", "C", "C", "C", "O", "H", "H", "H", "H", "H", "H", "H", "H", "H", "H", "H", "H", "H", "H", "C", "N", "C", "C", "C", "C", "O", "H", "H", "H", "H", "H", "H", "H", "H", "H", "H", "H", "H", "H", "H"],
  "xyz": [[-2.489, -17.047, 3.803], [-2.498, -15.984, 3.989], [-3.464, -17.476, 3.975], [-2.308, -17.324, 2.777], [-1.826, -17.554, 4.487], [-8.638, -18.137, 10.992], [-9.141, -19.550, 10.518], [-9.075, -19.612, 9.007], [-7.913, -19.991, 8.262], [-8.263, -19.985, 6.864], [-9.598, -19.571, 6.764], [-10.053, -19.306, 8.097], [-10.370, -19.335, 5.519], [-9.460, -17.421, 10.986], [-7.862, -17.700, 10.365], [-8.172, -18.259, 11.969], [-10.139, -19.758, 10.904], [-8.478, -20.333, 10.884], [-7.024, -20.260, 8.814], [-7.712, -20.156, 5.951], [-11.030, -18.945, 8.384], [-10.651, -20.227, 4.959], [-9.668, -18.870, 4.827], [-11.180, -18.647, 5.761], [2.720, -15.166, 8.311], [1.860, -14.833, 9.592], [1.354, -13.590, 9.477], [0.254, -13.202, 8.767], [0.084, -11.835, 9.001], [1.120, -11.383, 9.833], [1.878, -12.480, 10.092], [1.384, -10.044, 10.274], [3.518, -14.447, 8.128], [2.135, -14.984, 7.409], [3.157, -16.165, 8.305], [2.417, -14.935, 10.523], [1.045, -15.550, 9.683], [-0.212, -13.900, 8.087], [-0.653, -11.145, 8.618], [2.697, -12.335, 10.781], [0.653, -9.403, 9.782], [2.407, -9.715, 10.090], [1.153, -10.098, 11.338], [4.443, -10.122, 1.748], [3.449, -11.191, 2.256], [4.394, -12.427, 2.485], [2.855, -10.751, 3.565], [2.377, -11.517, 1.188], [1.246, -12.453, 1.509], [1.675, -13.740, 1.975], [5.095, -10.619, 1.030], [4.983, -9.632, 2.558], [3.793, -9.336, 1.365], [5.287, -12.221, 3.075], [4.643, -12.792, 1.489], [3.816, -13.136, 3.079], [2.432, -11.680, 3.948], [2.066, -10.007, 3.453], [3.612, -10.285, 4.195], [2.925, -12.034, 0.400], [1.992, -10.560, 0.836], [0.707, -12.692, 0.592], [0.566, -11.983, 2.219], [0.935, -14.203, 2.375], [-7.440, -22.785, -3.528], [-7.223, -21.984, -2.193], [-8.646, -21.602, -1.661], [-6.605, -22.973, -1.226], [-6.320, -20.691, -2.370], [-5.496, -20.245, -1.113], [-6.282, -20.027, 0.014], [-7.873, -22.152, -4.303], [-8.134, -23.601, -3.325], [-6.434, -23.039, -3.861], [-9.200, -22.524, -1.486], [-9.147, -21.045, -2.453], [-8.522, -20.905, -0.832], [-6.890, -22.744, -0.200], [-5.558, -22.981, -1.532], [-7.131, -23.912, -1.395], [-7.064, -19.925, -2.587], [-5.696, -20.937, -3.230], [-5.079, -19.272, -1.372], [-4.730, -20.969, -0.836], [-5.798, -19.591, 0.719], [-1.137, -24.181, 8.100], [0.020, -24.225, 7.064], [1.100, -23.115, 7.188], [0.767, -25.548, 7.356], [-0.615, -24.247, 5.621], [-1.117, -22.930, 4.952], [-1.918, -22.125, 5.861], [-1.711, -23.260, 8.009], [-0.733, -24.405, 9.088], [-1.830, -24.991, 7.872], [1.738, -23.242, 8.063], [0.577, -22.159, 7.217], [1.715, -23.219, 6.295], [1.092, -25.478, 8.394], [1.632, -25.681, 6.707], [-0.008, -26.305, 7.233], [-1.357, -25.045, 5.622], [0.249, -24.606, 5.061], [-1.550, -23.191, 3.987], [-0.229, -22.425, 4.571], [-1.823, -21.247, 5.483], [-6.999, -13.040, 6.253], [-7.338, -11.760, 5.385], [-6.469, -11.774, 4.088], [-8.775, -12.040, 4.815], [-7.163, -10.391, 6.090], [-7.600, -9.111, 5.309], [-9.008, -9.104, 5.079], [-7.806, -13.327, 6.927], [-6.043, -12.965, 6.771], [-6.886, -13.790, 5.470], [-6.936, -11.065, 3.405], [-6.526, -12.780, 3.673], [-5.466, -11.523, 4.434], [-8.862, -13.073, 4.478], [-8.967, -11.222, 4.122], [-9.415, -11.880, 5.683], [-6.082, -10.354, 6.223], [-7.729, -10.424, 7.021], [-6.985, -8.906, 4.432], [-7.447, -8.192, 5.874], [-9.138, -8.353, 4.496], [2.709, -19.411, -1.085], [3.579, -19.470, -2.295], [4.207, -18.096, -2.533], [4.820, -20.314, -1.955], [2.867, -20.188, -3.465], [1.503, -19.566, -3.924], [1.567, -18.106, -4.226], [2.336, -20.392, -0.792], [1.947, -18.700, -1.403], [3.311, -19.026, -0.262], [4.963, -17.881, -1.778], [3.384, -17.400, -2.367], [4.670, -18.005, -3.516], [5.328, -20.502, -2.900], [4.522, -21.276, -1.539], [5.496, -19.723, -1.338], [2.694, -21.190, -3.074], [3.587, -20.409, -4.253], [0.682, -19.822, -3.255], [1.249, -20.026, -4.879], [2.066, -18.025, -5.042]]
}


No. 4
{
  "formula": "C5H31N2O8S",
  "method": "ωB97M-V with the def2-TZVPD basis set",
  "total_charge": 1,
  "de_lowest_kj_mol": 0.00,
  "total_energy_ev": -35877.5562,
  "orbital_gap_ev": 8.331,
  "homo_ha": -0.4077,
  "species": ["C", "N", "C", "C", "S", "C", "N", "C", "H", "H", "H", "H", "H", "H", "H", "H", "H", "H", "H", "H", "H", "H", "H", "H", "H", "O", "H", "H", "O", "H", "H", "O", "H", "H", "O", "H", "H", "O", "H", "H", "O", "H", "H", "O", "H", "H", "O"],
  "xyz": [[0.737, 1.733, 0.607], [-0.089, 1.685, -0.593], [-0.386, 2.914, -1.307], [-0.904, 2.546, -2.697], [0.197, 2.910, -4.085], [0.202, 0.812, 1.693], [0.670, -0.600, 1.501], [0.608, -1.390, 2.748], [1.797, 1.550, 0.359], [0.673, 2.745, 1.007], [-0.776, 0.926, -0.722], [-1.134, 3.482, -0.751], [0.534, 3.486, -1.425], [-1.060, 1.463, -2.739], [-1.876, 2.986, -2.906], [-0.266, 2.078, -5.017], [0.352, 1.180, 2.697], [-0.889, 0.812, 1.567], [0.045, -1.022, 0.825], [1.576, -0.529, 1.031], [0.697, -2.442, 2.497], [1.381, -1.136, 3.463], [-0.308, -1.090, 3.239], [3.718, -0.510, -0.096], [3.674, -1.972, 0.379], [3.590, -1.067, 0.673], [-2.813, -0.292, -0.598], [-1.897, -1.604, -0.996], [-1.926, -0.716, -0.585], [-5.841, -0.525, 0.541], [-4.566, 0.120, 1.078], [-4.884, -0.632, 0.525], [1.591, -0.377, -3.506], [1.005, 0.262, -2.239], [0.781, -0.302, -2.995], [-1.653, -2.394, -2.948], [-0.175, -2.207, -2.696], [-0.983, -2.588, -2.299], [5.461, 0.818, 2.016], [3.971, 0.558, 1.731], [4.594, 1.220, 2.115], [-3.196, -1.173, 1.950], [-3.471, -0.948, 3.485], [-3.122, -0.539, 2.667], [0.748, -3.533, -0.007], [2.016, -3.608, 0.756], [1.597, -3.088, 0.057]]
}


No. 5
{
  "formula": "C2H3ClN2O2",
  "method": "ωB97M-V with the def2-TZVPD basis set",
  "de_lowest_kj_mol": 124.95,
  "total_energy_ev": -21718.3861,
  "orbital_gap_ev": 9.849,
  "homo_ha": -0.3439,
  "species": ["C", "C", "N", "N", "O", "O", "Cl", "H", "H", "H"],
  "xyz": [[1.405, -1.101, -0.620], [-1.636, 1.227, -1.705], [-0.853, -1.897, -0.975], [0.236, -1.205, -0.532], [2.534, -0.784, -0.584], [-1.196, 2.123, -2.273], [2.158, 4.402, 1.441], [-0.478, -2.545, -1.655], [-1.476, -1.251, -1.428], [2.117, 5.579, 0.881]]
}


No. 6
{
  "formula": "C25H31N7O3",
  "method": "ωB97M-V with the def2-TZVPD basis set",
  "de_lowest_kj_mol": 252.82,
  "total_energy_ev": -43000.4397,
  "orbital_gap_ev": 8.557,
  "smiles": "Cc1ccc2cc(CN(CCN3CCOCC3)Cc3nnnn3Cc3ccco3)c(=O)[nH]c2c1C",
  "homo_ha": -0.3017,
  "species": ["C", "C", "C", "C", "C", "C", "C", "H", "H", "C", "C", "C", "O", "N", "H", "C", "N", "C", "H", "H", "C", "N", "C", "H", "C", "O", "C", "C", "H", "H", "H", "H", "H", "H", "H", "H", "H", "C", "C", "N", "N", "N", "N", "C", "C", "C", "C", "C", "O", "H", "H", "H", "H", "H", "H", "H", "H", "H", "H", "C", "H", "H", "H", "H", "H", "H"],
  "xyz": [[-6.075, -2.466, -0.779], [-4.713, -1.846, -0.892], [-3.611, -2.382, -0.236], [-2.366, -1.746, -0.374], [-2.221, -0.600, -1.175], [-3.345, -0.082, -1.825], [-4.562, -0.697, -1.677], [-5.429, -0.289, -2.176], [-3.240, 0.805, -2.430], [-0.928, -0.006, -1.276], [0.139, -0.474, -0.591], [-0.003, -1.641, 0.268], [0.887, -2.139, 0.944], [-1.253, -2.214, 0.274], [-1.341, -3.037, 0.857], [1.492, 0.184, -0.650], [1.644, 1.095, 0.487], [2.490, 0.600, 1.552], [2.341, 1.250, 2.423], [2.123, -0.396, 1.802], [4.001, 0.549, 1.268], [4.363, -0.425, 0.254], [5.685, -0.179, -0.295], [5.726, 0.839, -0.691], [5.947, -1.171, -1.429], [5.872, -2.501, -0.977], [4.606, -2.752, -0.411], [4.297, -1.797, 0.740], [3.293, -2.010, 1.107], [5.023, -1.962, 1.556], [4.626, -3.783, -0.057], [3.827, -2.648, -1.183], [6.953, -1.038, -1.833], [5.206, -1.005, -2.226], [6.472, -0.293, 0.473], [4.523, 0.351, 2.222], [4.326, 1.532, 0.914], [1.881, 2.468, 0.089], [0.664, 2.978, -0.591], [0.520, 3.213, -1.875], [-0.737, 3.603, -2.051], [-1.369, 3.622, -0.956], [-0.529, 3.233, 0.007], [-0.931, 3.143, 1.386], [-1.579, 1.837, 1.714], [-1.123, 0.747, 2.395], [-2.207, -0.161, 2.447], [-3.233, 0.441, 1.789], [-2.864, 1.650, 1.344], [-4.234, 0.125, 1.572], [-2.213, -1.121, 2.921], [-0.143, 0.605, 2.799], [-1.648, 3.953, 1.556], [-0.050, 3.277, 2.016], [2.725, 2.590, -0.608], [2.076, 3.065, 0.986], [2.272, -0.578, -0.623], [1.580, 0.744, -1.585], [-0.824, 0.844, -1.935], [-3.706, -3.611, 0.626], [-3.459, -3.370, 1.661], [-3.016, -4.378, 0.275], [-4.705, -4.030, 0.610], [-6.403, -2.501, 0.259], [-6.800, -1.888, -1.345], [-6.072, -3.483, -1.170]]
}


No. 7
{
  "formula": "C22H21Cl2N3O2",
  "method": "ωB97M-V with the def2-TZVPD basis set",
  "de_lowest_kj_mol": 1.06,
  "total_energy_ev": -56765.3001,
  "orbital_gap_ev": 8.451,
  "smiles": "CC(C)(CO)CNC(=O)c1cc2cc(C#N)ccc2n1Cc1cc(Cl)cc(Cl)c1",
  "homo_ha": -0.3258,
  "species": ["N", "O", "Cl", "Cl", "C", "O", "C", "C", "C", "C", "C", "C", "C", "C", "C", "C", "C", "C", "C", "C", "C", "N", "N", "C", "C", "C", "C", "C", "C", "H", "H", "H", "H", "H", "H", "H", "H", "H", "H", "H", "H", "H", "H", "H", "H", "H", "H", "H", "H", "H"],
  "xyz": [[-2.978, -4.486, 5.861], [-0.581, 2.108, -0.536], [3.771, -2.587, 1.673], [4.194, 1.646, -1.531], [-2.667, -3.531, 5.275], [1.193, 2.048, -2.389], [-1.125, 0.989, -0.430], [-1.976, -0.871, 1.056], [-1.189, 0.260, 0.855], [3.939, -0.370, 0.209], [-1.300, -1.539, 5.137], [-2.362, -2.382, 3.108], [-0.713, -0.508, 4.431], [2.247, -0.410, 1.981], [2.395, 1.493, 0.466], [3.313, -0.994, 1.310], [3.500, 0.882, -0.191], [-2.142, -2.466, 4.493], [-1.849, -1.268, 2.431], [-1.001, -0.350, 3.066], [1.773, 0.863, 1.571], [-0.584, 0.545, 2.058], [-1.616, 0.384, -1.550], [0.542, 1.469, 2.186], [-0.841, 0.477, -5.155], [0.344, -0.632, -3.237], [0.621, 1.847, -3.661], [-1.650, 0.935, -2.907], [-0.375, 0.666, -3.706], [0.441, 2.117, -1.718], [-2.657, -1.318, 0.332], [4.792, -0.846, -0.281], [-1.073, -1.608, 6.208], [-2.952, -3.172, 2.652], [-0.095, 0.235, 4.951], [1.786, -0.955, 2.801], [1.950, 2.410, 0.085], [-2.134, -0.509, -1.423], [0.828, 1.658, 3.252], [0.335, 2.429, 1.773], [-1.491, 1.304, -5.421], [-1.427, -0.457, -5.266], [0.013, 0.463, -5.867], [0.761, -0.536, -2.243], [1.205, -0.921, -3.932], [-0.337, -1.454, -3.208], [0.064, 2.723, -3.846], [1.401, 1.725, -4.445], [-1.780, 1.998, -2.889], [-2.512, 0.495, -3.391]]
}